Entry 1:
Here is a structure of composition C5H6S2 at a distorted geometry from the Open Molecules 2025 dataset. Energies are from wB97M-V/def2-TZVPD.

```
13
Properties=species:S:1:pos:R:3:forces:R:3:lowdin_charge:R:1
C 1.306 -0.599 0.545 3.5977 3.5055 3.1020 -0.159
C 0.671 -1.057 -0.661 -4.0248 1.2402 0.1668 -0.150
C -0.673 -0.766 -0.873 2.0656 -0.2142 -0.8532 -0.166
C -1.486 0.231 -0.233 0.4399 1.9918 2.3395 -0.821
C -0.604 1.441 0.421 -2.0937 1.2202 0.7027 -0.698
H 2.272 -1.247 0.821 -2.4165 1.4423 -0.1885 0.107
H 0.569 -0.340 1.436 1.7552 -1.2300 -1.7090 0.090
H 1.840 0.717 0.475 -1.3673 -4.0965 -0.2851 0.169
H 1.150 -1.720 -1.336 0.4554 -0.4414 -0.4430 0.095
H -1.144 -1.132 -1.748 -0.3592 -0.8425 -0.7331 0.087
H -0.782 1.471 1.682 0.8337 0.1049 -3.6205 0.138
S -3.139 0.298 -0.014 2.2363 -0.0954 -0.5029 0.697
S 0.020 2.703 -0.516 -1.1223 -2.5848 2.0243 0.610
```
Forces are in eV/Å.

Summary:
Multiplicity = 1

=====

Entry 2:
Here is a structure of composition C5H7AuN2O3 from the Open Molecules 2025 dataset. Energies are from wB97M-V/def2-TZVPD.

```
18
Properties=species:S:1:pos:R:3:forces:R:3:lowdin_charge:R:1
Au 0.489 -1.744 1.958 -0.0892 0.0598 -0.0697 0.842
O 0.513 -3.169 3.556 -0.0127 0.0565 0.0396 -0.148
H 1.205 -2.925 4.184 -0.0020 -0.0328 -0.0097 0.075
H -0.325 -3.107 4.034 0.0251 -0.0368 -0.0061 0.074
C -1.930 1.119 -1.862 0.0443 0.0366 0.0097 -0.024
N -0.680 0.839 -1.171 -0.0537 0.0024 0.0084 -0.066
C 0.494 1.441 -1.531 -0.0413 0.0264 -0.0054 -0.067
C 1.654 1.173 -0.922 -0.0244 -0.0420 0.0215 -0.001
C 1.682 0.200 0.162 -0.1246 0.0752 -0.0522 -0.553
O 2.695 -0.098 0.775 0.0318 -0.0679 0.0588 -0.022
N 0.460 -0.387 0.476 0.1754 0.0431 0.0314 -0.051
C -0.727 -0.102 -0.144 0.0915 -0.1001 -0.1026 -0.564
O -1.786 -0.635 0.143 -0.0078 0.0099 0.0670 0.003
H -1.759 1.935 -2.561 -0.0183 -0.0074 -0.0073 0.084
H -2.698 1.403 -1.147 -0.0062 0.0106 0.0073 0.092
H -2.280 0.241 -2.402 0.0096 -0.0130 0.0007 0.095
H 0.418 2.155 -2.340 -0.0091 -0.0076 -0.0053 0.123
H 2.573 1.659 -1.209 0.0118 -0.0127 0.0139 0.107
```
Forces are in eV/Å.

Summary:
Multiplicity = 1

=====

Entry 3:
Here is a structure of composition C5H7Br2I at a distorted geometry from the Open Molecules 2025 dataset. Energies are from wB97M-V/def2-TZVPD.

```
15
Properties=species:S:1:pos:R:3:forces:R:3:lowdin_charge:R:1
C 0.992 0.016 -0.358 -1.4818 0.7735 3.6835 -0.204
C -0.185 -0.856 -0.132 2.0667 -1.3310 2.4175 -0.966
C 0.248 -0.609 1.352 1.5298 0.3736 -2.7848 -1.166
C 0.854 1.531 -0.519 1.6199 -2.2485 -2.9392 -0.078
C -1.502 -0.367 -0.424 -2.6029 -1.1466 -1.1127 -0.188
Br 1.420 -1.748 2.381 -0.4844 0.5117 -0.4966 0.579
Br -0.647 0.667 2.428 0.0397 -0.1571 -0.2429 0.721
I 0.227 -2.953 -0.669 -0.5215 0.5822 -0.2874 0.803
H 1.941 -0.434 -0.334 1.0072 -0.5494 -0.2888 0.075
H 0.139 1.846 0.165 -0.8049 1.3014 1.3894 -0.009
H 0.381 1.566 -1.525 0.3015 0.7985 0.3160 0.093
H 1.869 2.027 -0.564 -1.4506 -0.3775 0.4184 0.108
H -1.651 0.656 -0.294 -0.0783 1.7034 1.2433 0.050
H -2.356 -0.959 -0.059 0.6111 0.2692 0.6806 0.110
H -1.731 -0.383 -1.449 0.2487 -0.5033 -1.9964 0.073
```
Forces are in eV/Å.

Summary:
Multiplicity = 1

=====

Entry 4:
Here is a cluster of 2 separate species, C5H7Br2N2O2 in total at a distorted geometry from the Open Molecules 2025 dataset. Energies are from wB97M-V/def2-TZVPD.

```
18
Properties=species:S:1:pos:R:3:forces:R:3:lowdin_charge:R:1
C -1.578 2.766 1.320 0.6332 1.3694 1.5218 -0.022
C -0.020 -0.531 0.605 -1.6302 0.0562 1.3146 -0.519
C -2.441 -0.036 0.457 -0.1186 -0.3543 0.1297 -1.053
C 2.228 -1.266 -0.003 -1.8814 -0.4575 1.2125 0.026
C 0.997 0.101 -1.492 -1.9436 0.9922 -2.2090 -0.055
N -1.213 0.164 0.066 -0.7613 1.0729 -1.3602 0.036
N 1.056 -0.363 -0.119 1.2683 0.2028 -2.9090 -0.108
O -1.422 3.434 2.222 -0.2977 -0.9070 -1.2446 0.098
O -0.225 -1.042 1.661 1.4124 -0.7658 0.6146 0.039
Br -3.824 1.167 -0.068 0.9190 -1.2437 0.1902 0.846
Br -2.888 -1.522 1.544 -0.4035 1.2337 -0.8682 0.943
H 3.146 -0.742 -0.199 0.1742 0.0839 -0.1085 0.105
H 2.083 -1.508 1.021 1.1018 -0.8532 1.0967 0.083
H 2.051 -2.189 -0.590 0.3418 0.6642 0.0087 0.126
H 0.554 1.150 -1.716 0.7928 -1.5494 0.7817 0.126
H 1.994 0.097 -1.849 0.9827 0.5309 -0.2560 0.074
H 0.505 -0.604 -2.239 0.1140 0.5299 1.2320 0.130
H -1.002 0.922 -0.621 -0.7039 -0.6050 0.8528 0.126
```
Forces are in eV/Å.

Summary:
Charge = +1
Multiplicity = 1

=====

Entry 5:
Here is the molecule C5H7BrF3N at a distorted geometry from the Open Molecules 2025 dataset. Energies are from wB97M-V/def2-TZVPD.

```
17
Properties=species:S:1:pos:R:3:forces:R:3:lowdin_charge:R:1
F -2.172 0.112 0.263 0.9211 -0.5532 0.1394 -0.066
C -1.134 -0.896 0.479 0.6734 0.4951 -0.9197 -0.280
C -0.146 -0.291 1.505 -2.1999 1.0654 -1.0733 -0.046
C 0.597 0.905 0.811 -1.3228 1.0962 2.3032 -0.355
F 1.771 1.163 1.583 -0.8414 -0.2840 -0.5583 -0.074
C 1.066 0.648 -0.607 1.0357 -1.0993 0.3841 -0.607
Br 1.929 2.261 -1.218 -0.2639 -0.0612 -0.5211 0.762
C 0.041 -0.057 -1.506 -1.2264 1.5810 -0.6735 -0.415
F 0.484 -0.563 -2.714 1.4938 -0.4753 0.2366 0.000
N -0.433 -1.179 -0.756 -2.3838 -1.8345 -1.4507 0.050
H -1.733 -1.731 0.847 0.5911 -0.1880 -0.1762 0.149
H 0.552 -0.945 1.977 0.4721 -0.8627 -0.1585 0.113
H -0.914 -0.027 2.266 1.1476 0.7252 -0.0023 0.129
H -0.048 1.840 0.958 0.9432 -1.2424 -0.6770 0.164
H 1.885 -0.082 -0.414 -0.3639 0.3829 -0.6290 0.127
H -0.745 0.594 -1.980 0.2940 0.0970 1.6042 0.167
H -0.999 -1.752 -1.494 1.0302 1.1578 2.1722 0.182
```
Forces are in eV/Å.

Summary:
SMILES string = F[C@@H]1C[C@@H](F)[C@H](Br)[C@@H](F)N1
Multiplicity = 1

=====

Entry 6:
Here is the molecule C5H7BrN2 at a distorted geometry from the Open Molecules 2025 dataset. Energies are from wB97M-V/def2-TZVPD.

```
15
Properties=species:S:1:pos:R:3:forces:R:3:lowdin_charge:R:1
C -1.528 -2.210 0.912 0.8986 3.4293 -0.5167 0.117
C -0.838 -1.222 0.256 0.1613 0.2132 2.6293 -0.316
C -0.312 0.172 0.718 -0.2975 -0.7768 -1.9950 -0.137
C 0.801 0.511 -0.293 -0.7861 -1.7088 -0.3211 -0.851
C 0.913 1.886 -0.891 -0.9471 2.2086 -2.4517 -0.149
Br 2.535 -0.043 0.449 0.0945 0.1782 -0.0552 0.717
N 0.552 -0.585 -1.359 1.3743 2.2854 -0.3263 0.025
N -0.276 -1.370 -0.987 -1.2640 -3.3723 -1.9553 0.005
H -1.801 -3.092 0.405 -0.1224 -0.9085 -0.4160 0.047
H -1.937 -1.974 1.904 0.3387 -0.3717 -0.4549 0.074
H -1.110 0.846 0.450 -0.3637 0.6788 1.0689 0.114
H 0.127 0.078 1.661 -0.2148 0.6591 1.8186 0.070
H 1.530 1.945 -1.892 -1.2701 -0.6227 1.9228 0.114
H 1.448 2.533 -0.224 0.3116 0.2757 0.5159 0.038
H -0.104 2.525 -1.108 2.0866 -2.1675 0.5368 0.133
```
Forces are in eV/Å.

Summary:
SMILES string = C=C1C[C@@](C)(Br)N=N1
Multiplicity = 1

=====

Values for gap between HOMO and LUMO, eV, ordered as above
7.25; 8.22; 8.32; 8.93; 11.16; 9.05